# 1
Computed, not measured: the molecule C7H12FNO4S, with ωB97M-V/def2-TZVPD.

Values from the calculation:
Structure (SMILES): O=C(O)CCCN(CCF)C(=O)OS
Frontier orbital gap in eV: 9.446
E_tot in eV: -30682.3325
Relative energy (zero: lowest compared OMol25 entry of this formula, charge and spin) in kJ/mol: 51.3
LUMO in eV: 0.2

```
26
Properties=species:S:1:pos:R:3:forces:R:3
O -3.4634 1.9355 -0.0943 0.297 -1.417 -4.736
C -3.2806 1.5337 -1.2663 0.297 0.572 3.179
O -3.8702 2.1917 -2.3990 1.912 -0.454 1.392
C -2.3170 0.2632 -1.5245 0.165 0.901 -0.921
C -0.8018 0.5826 -1.0244 -0.616 -0.511 -0.282
C -0.1043 -0.8067 -0.5333 -1.228 0.623 -0.498
N 0.7540 -0.5831 0.6645 1.661 -2.519 -1.368
C 2.0818 0.0087 0.3308 0.712 1.160 0.818
C 2.0894 1.5220 0.9658 -0.797 -0.679 0.420
F 0.9319 1.6225 1.8462 1.925 0.310 -1.405
C 0.8551 -1.7681 1.5248 -3.169 0.680 4.083
O 0.2008 -1.7349 2.6045 2.474 -0.039 -4.434
O 1.6198 -2.9503 1.2261 -0.064 2.425 1.421
S 1.8418 -3.7875 2.7204 0.606 -0.953 -0.134
H -3.1137 2.6749 -2.8217 -0.976 -0.612 0.249
H -2.2457 0.0747 -2.6570 -0.453 0.042 1.743
H -2.7576 -0.6448 -0.9946 0.510 1.362 -0.659
H -0.8498 1.3629 -0.1941 0.267 -1.219 -0.997
H -0.2599 0.9913 -1.9573 -0.605 -0.459 1.668
H -0.9602 -1.5104 -0.2184 1.466 0.963 -0.516
H 0.4640 -1.2326 -1.4370 -0.716 0.290 1.379
H 2.2881 0.0562 -0.7991 -0.328 -0.197 1.668
H 2.9499 -0.5297 0.8669 -1.492 0.506 -1.048
H 2.9934 1.6474 1.6467 -1.158 0.094 -1.120
H 1.9990 2.3208 0.1541 0.128 -1.013 1.314
H 2.9552 -3.2400 3.3704 -0.817 0.144 -1.217
```
Forces are in eV/Å.

Atom charges from the Mulliken analysis, given in e for atoms 1 to 4: -0.481 0.294 -0.478 -0.350

# 2
Computed, not measured: a structure of composition C7H12I2NO, with ωB97M-V/def2-TZVPD.

Values from the calculation:
Frontier orbital gap (alpha / beta) in eV: 7.229 / 7.362
E_tot in eV: -27179.7960
Relative energy (zero: lowest compared OMol25 entry of this formula, charge and spin) in kJ/mol: 301.9
Charge: +1
LUMO (alpha / beta) in eV: -5.5 / -4.7

```
23
Properties=species:S:1:pos:R:3:forces:R:3
C -1.8051 0.9450 -0.3338 5.053 0.522 0.653
C 0.0805 0.2866 -0.2432 -4.325 3.778 -1.849
C -1.6349 -1.2339 0.2248 -3.189 -3.027 -0.542
C -2.4733 -0.0104 0.4574 -1.038 0.600 0.142
C 2.0210 1.8157 -0.4202 -0.133 0.700 -0.827
C 0.7153 -1.5182 1.2809 -0.960 1.219 1.651
C 1.1726 0.7917 -1.1760 -0.019 -1.129 0.229
N -0.1750 -1.0253 0.1187 0.479 -1.685 1.672
O 1.8745 -0.3803 -1.6805 -0.172 0.459 0.600
I -2.0493 2.9648 -0.3556 -0.125 -0.195 -0.259
I -2.2873 0.4527 2.7935 -0.131 -0.081 -0.950
H -1.9108 -1.9424 1.0127 0.652 -0.262 -0.223
H -1.9336 -1.7359 -0.7971 0.402 1.060 1.861
H -3.6389 -0.0216 0.3250 2.397 -0.489 0.294
H 1.3650 2.7020 -0.2247 0.618 -0.743 0.056
H 2.9011 2.1509 -0.9792 -0.381 -0.061 -0.330
H 2.4266 1.4212 0.4792 0.047 -0.350 1.006
H 0.7028 -0.6618 2.0109 -0.573 -1.378 -0.104
H 0.3400 -2.5224 1.5987 0.247 1.150 0.044
H 1.7573 -1.5554 1.0330 0.354 -0.263 -1.114
H 0.6602 1.3306 -1.9618 -0.154 -0.020 -0.446
H 0.0037 -1.7607 -0.5181 1.159 -0.400 -1.969
H 1.8878 -0.4929 -2.6448 -0.209 0.596 0.405
```
Forces are in eV/Å.

Atom charges from the Mulliken analysis, given in e for atoms 1 to 4: -0.325 -0.271 -0.480 -0.726

# 3
Computed, not measured: the ion C7H12I2NO with charge +1, with ωB97M-V/def2-TZVPD.

Values from the calculation:
Frontier orbital gap (alpha / beta) in eV: 7.389 / 6.789
E_tot in eV: -27178.3547
Relative energy (zero: lowest compared OMol25 entry of this formula, charge and spin) in kJ/mol: 440.9
Charge: +1
LUMO (alpha / beta) in eV: -4.5 / -5.4

```
23
Properties=species:S:1:pos:R:3:forces:R:3
C 0.1377 2.6902 0.6754 -1.444 -4.215 -0.649
C -0.3646 0.5779 0.3708 -0.514 6.350 0.758
C 1.8404 1.1947 -0.2819 0.420 -0.004 0.149
C 1.3700 2.7232 -0.0050 0.077 -1.842 -1.922
C -2.1666 -0.5683 1.8379 1.493 -4.314 -3.428
C -0.0542 0.3167 -1.8574 3.904 0.314 -1.210
C -0.6863 -0.3597 1.3541 -0.440 -2.035 4.417
N 0.6509 0.2465 -0.4990 -0.007 -0.861 -1.337
O -0.0319 -1.6093 0.9924 -1.065 -0.076 1.094
I -1.3438 3.9858 0.7621 -0.453 0.522 0.246
I 1.4334 3.8751 -2.0671 -0.109 -0.456 0.849
H 2.5719 0.9682 -1.1151 -0.720 0.761 1.114
H 2.1994 0.8985 0.7123 0.401 -0.241 -0.464
H 2.0631 3.3160 0.5619 0.819 0.077 -0.072
H -2.4903 0.3630 2.1347 -1.214 1.666 1.169
H -2.1498 -1.4839 2.5760 -0.387 2.254 -1.120
H -2.6606 -0.9060 0.8450 0.012 0.503 1.935
H -0.1460 1.3717 -2.0514 -1.307 0.316 0.142
H 0.7647 0.1075 -2.6384 -1.393 -0.630 0.959
H -0.8852 -0.3658 -1.8012 -0.295 0.182 -0.462
H -0.2643 -0.0643 2.3547 0.463 0.241 -0.767
H 0.7488 -0.8146 -0.2618 1.224 1.524 -0.426
H -0.2426 -2.1822 1.7617 0.534 -0.036 -0.977
```
Forces are in eV/Å.

Atom charges from the Mulliken analysis, given in e for atoms 1 to 4: -0.195 -0.985 -0.391 -0.800

# 4
Computed, not measured: a cluster of 2 separate species, C7H12N in total, with ωB97M-V/def2-TZVPD.

Values from the calculation:
⟨S²⟩: 0.760
Frontier orbital gap (alpha / beta) in eV: 7.171 / 9.831
E_tot in eV: -8940.0947
LUMO (alpha / beta) in eV: 1.1 / 1.1
Spin multiplicity: 2

```
20
Properties=species:S:1:pos:R:3:forces:R:3
C 1.4266 -2.8938 0.2905 0.014 0.137 -0.046
C 1.1665 -1.9769 -0.6375 -0.026 -0.247 0.226
C -0.1748 -1.7188 -1.1436 -0.223 0.211 -0.238
C -0.4497 -0.8310 -2.0938 0.081 0.118 0.030
H 0.6278 -3.4830 0.7223 -0.004 -0.059 0.024
H 2.4297 -3.0671 0.6538 0.012 -0.022 0.002
H 1.9749 -1.3865 -1.0530 0.003 0.056 -0.060
H -1.0039 -2.2822 -0.7268 0.140 -0.151 0.133
H -1.4590 -0.6695 -2.4446 -0.035 -0.008 -0.012
H 0.3279 -0.2205 -2.5365 0.025 -0.007 -0.034
C -0.2177 2.4139 0.5802 -0.305 -0.147 -0.061
C -0.8910 3.1908 -0.2720 0.013 0.138 -0.141
C -0.0801 0.4978 2.0805 -0.208 -0.050 0.005
N -0.7515 1.3053 1.1979 0.116 0.088 0.013
H 0.8121 2.6100 0.8476 0.046 0.026 -0.010
H -1.9249 2.9979 -0.5317 0.001 -0.075 0.040
H -0.4273 4.0426 -0.7426 0.100 0.011 0.063
H -0.6362 -0.2907 2.5525 0.075 -0.076 0.031
H 0.9544 0.6949 2.2939 0.032 0.028 -0.006
H -1.7038 1.0668 0.9630 0.143 0.031 0.043
```
Forces are in eV/Å.

Atom charges from the Mulliken analysis, given in e for atoms 1 to 4: -0.809 0.021 0.118 -0.883

# 5
Computed, not measured: the molecule C7H12N2, with ωB97M-V/def2-TZVPD.

Values from the calculation:
Structure (SMILES): [H]/N=C\C[C@@]1(C)N[C@H]2C[C@H]21
Frontier orbital gap in eV: 10.136
E_tot in eV: -10429.5082
Relative energy (zero: lowest compared OMol25 entry of this formula, charge and spin) in kJ/mol: 382.9
LUMO in eV: 1.0

```
21
Properties=species:S:1:pos:R:3:forces:R:3
H 1.6962 -1.9766 1.4291 -0.554 0.149 0.685
N 1.8899 -2.1194 0.4549 -2.785 -0.035 -3.709
C 0.7899 -1.9753 -0.3316 5.303 -0.750 2.632
C -0.4353 -1.4947 0.3248 -2.612 1.591 2.046
C -0.4688 0.1187 0.4283 -0.559 -1.358 0.021
C -1.8750 0.6369 0.9071 -0.003 -0.097 -1.445
N 0.6295 0.9572 0.9937 0.877 -0.809 0.795
C 0.6438 1.7615 -0.2043 -1.034 0.563 -1.132
C 1.0265 0.9550 -1.3888 2.982 -1.348 -1.063
C -0.3439 0.7739 -0.9220 -0.311 0.404 -0.525
H 1.1153 -2.1356 -1.3980 -1.383 0.294 0.947
H -0.4675 -1.9459 1.4317 -0.164 0.846 -2.472
H -1.4867 -1.5366 -0.1652 1.941 -1.055 0.495
H -2.3074 0.2473 1.8866 0.887 0.764 -1.154
H -2.5346 0.2155 0.0201 0.680 1.248 1.953
H -1.7206 1.7998 0.7958 -1.044 -2.316 0.641
H 1.5658 0.5032 1.1585 -1.484 0.298 -0.306
H 0.4884 2.8325 -0.1420 0.436 -0.053 -0.156
H 1.7875 0.1144 -1.2014 -0.971 1.489 -0.396
H 1.1525 1.4198 -2.4092 -0.300 -0.312 1.405
H -1.1455 0.8483 -1.6683 0.100 0.487 0.740
```
Forces are in eV/Å.

Atom charges from the Mulliken analysis, given in e for atoms 1 to 4: 0.266 -0.603 -0.449 -0.378

# 6
Computed, not measured: the molecule C7H12N2, with ωB97M-V/def2-TZVPD.

Values from the calculation:
Structure (SMILES): [H]\N=C(C)/C(=N\[H])C(/C)=C\C
Frontier orbital gap (alpha / beta) in eV: 6.717 / 6.715
E_tot in eV: -10428.9867
Relative energy (zero: lowest compared OMol25 entry of this formula, charge and spin) in kJ/mol: 433.3
LUMO (alpha / beta) in eV: -1.1 / -1.1

```
21
Properties=species:S:1:pos:R:3:forces:R:3
H -0.3498 -2.7116 0.0292 -0.482 0.090 -0.407
N 0.3286 -2.3883 -0.6599 0.939 0.342 1.029
C 0.3542 -1.1219 -0.7854 -2.947 0.137 -2.814
C 1.3124 -0.5305 -1.7853 0.628 -0.046 0.143
C -0.9680 -0.1371 -0.5824 1.359 -4.378 1.264
N -2.0528 -0.4302 -1.1568 -0.256 2.599 -1.335
H -2.1396 -0.1867 -2.1454 -0.445 -1.370 0.144
C -0.6052 0.8218 0.3879 1.651 -0.005 0.955
C -1.2473 2.1660 0.4471 0.424 0.534 -0.046
C 0.5847 0.4448 1.0058 -1.446 2.734 1.865
C 0.7255 -0.6934 1.9752 0.544 -0.922 -1.129
H 2.2442 -0.2972 -1.2698 0.196 0.087 -0.136
H 1.5264 -1.2512 -2.5723 0.057 -0.097 0.091
H 0.9597 0.3872 -2.2535 -0.172 0.087 0.151
H -0.5886 2.9068 -0.0139 -0.051 0.160 -0.009
H -1.4164 2.4850 1.4773 0.008 -0.070 -0.064
H -2.2004 2.1880 -0.0813 0.092 -0.235 -0.066
H 1.2552 1.2649 1.2729 -0.141 0.204 0.290
H 0.4870 -0.3454 2.9840 0.011 0.353 -0.171
H 1.7509 -1.0659 1.9817 -0.042 -0.181 0.129
H 0.0393 -1.5052 1.7449 0.072 -0.023 0.115
```
Forces are in eV/Å.

Atom charges from the Mulliken analysis, given in e for atoms 1 to 4: 0.276 -0.762 0.782 -1.319

# 7
Computed, not measured: the molecule C7H12N2, with ωB97M-V/def2-TZVPD.

Values from the calculation:
Structure (SMILES): C[C@H]1N[C@@H]2C[C@H]1N1C[C@@H]21
Frontier orbital gap in eV: 9.676
E_tot in eV: -10430.2287
Relative energy (zero: lowest compared OMol25 entry of this formula, charge and spin) in kJ/mol: 313.4
LUMO in eV: 1.1

```
21
Properties=species:S:1:pos:R:3:forces:R:3
C -1.3665 -0.5590 -1.9123 -2.393 0.644 -0.062
C -0.6390 -0.9928 -0.6407 0.317 -2.028 -0.999
N 0.8290 -0.9973 -0.9491 0.693 1.378 1.158
C 1.3764 -0.2204 0.2603 0.685 -2.351 -1.515
C 0.5606 -0.9203 1.3185 -0.253 4.031 1.099
C -0.7613 -0.2543 0.6715 0.578 -0.371 1.753
N -0.5069 1.1706 0.4672 -2.263 -0.900 -1.840
C 0.2954 1.8778 1.3538 1.089 4.278 2.214
C 0.9033 1.1614 0.1690 0.319 1.997 0.813
H -1.4778 0.5623 -2.1601 0.821 -1.535 0.816
H -2.4836 -0.8646 -1.8108 1.865 0.106 -0.560
H -0.8405 -1.0555 -2.7594 -0.832 0.199 0.424
H -0.8235 -2.1249 -0.4441 -0.476 1.925 -0.265
H 0.8965 -0.3659 -1.7205 0.475 0.314 -0.812
H 2.4374 -0.2465 0.3965 0.735 -0.546 -0.286
H 1.0017 -0.6810 2.3031 -1.064 0.509 -0.049
H 0.5109 -1.9435 1.3170 0.095 -2.493 -0.715
H -1.6901 -0.3680 1.1776 -0.739 -0.415 0.438
H 0.2441 1.8468 2.5596 0.592 -0.736 -3.084
H 0.3718 3.0673 1.0070 -0.730 -2.932 1.378
H 1.1623 1.9077 -0.6041 0.487 -1.075 0.094
```
Forces are in eV/Å.

Atom charges from the Mulliken analysis, given in e for atoms 1 to 4: -1.414 0.185 -0.659 -0.049

# 8
Computed, not measured: the ion C7H12N2 with charge +2, with ωB97M-V/def2-TZVPD.

Values from the calculation:
Frontier orbital gap in eV: 8.424
E_tot in eV: -10411.3102
Relative energy (zero: lowest compared OMol25 entry of this formula, charge and spin) in kJ/mol: 293.1
Charge: +2
LUMO in eV: -10.5

```
21
Properties=species:S:1:pos:R:3:forces:R:3
C -1.6987 1.1619 -0.5064 1.398 0.432 0.325
C -0.4178 -0.7454 0.3092 0.646 -0.571 0.142
C 0.5566 0.0967 0.5407 -1.232 1.926 -0.637
C -2.8797 -0.8398 0.1639 1.450 3.798 -1.241
C -0.0886 -2.2354 0.3289 -1.977 -0.281 -1.950
C 2.4452 1.1387 -0.6926 -1.077 -1.372 -0.863
C 1.8380 0.6342 0.7076 3.582 0.677 0.035
N -0.5975 1.7319 -0.4035 -0.907 -4.774 1.704
N -1.6991 -0.2312 -0.0285 -2.679 -1.215 0.151
H -2.6652 1.4672 -0.8348 -0.587 0.619 -0.360
H -3.0503 -1.7343 0.6703 0.443 -1.740 0.630
H -3.8008 -0.2713 -0.1273 0.995 -0.474 0.090
H 0.5002 -2.4822 -0.5743 0.027 0.240 0.565
H -1.0261 -2.8760 0.1846 1.265 0.873 0.791
H 0.4420 -2.3923 1.2222 0.538 -0.955 1.052
H 2.7468 0.2535 -1.3433 -0.737 1.083 0.768
H 3.3326 1.7563 -0.6623 0.070 0.166 0.761
H 1.6262 1.7292 -1.1892 1.094 -0.693 0.208
H 2.1561 1.4092 1.4981 -1.638 -0.819 -0.687
H 2.4950 -0.1845 1.1829 -0.849 0.315 -0.787
H -0.2150 2.6137 -0.4461 0.174 2.763 -0.697
```
Forces are in eV/Å.

Atom charges from the Mulliken analysis, given in e for atoms 1 to 4: -0.090 0.432 0.543 0.031

# 9
Computed, not measured: a structure of composition C7H12N2O, with ωB97M-V/def2-TZVPD.

Values from the calculation:
Frontier orbital gap in eV: 10.180
E_tot in eV: -12475.4117
Relative energy (zero: lowest compared OMol25 entry of this formula, charge and spin) in kJ/mol: 593.2
LUMO in eV: 0.9

```
22
Properties=species:S:1:pos:R:3:forces:R:3
C -2.4998 0.4581 -0.4493 -0.196 0.018 0.330
N -1.1956 0.5062 -1.0852 0.096 -0.058 -0.427
C -0.4040 1.7034 -0.9038 -0.142 0.373 0.256
C 0.0240 0.4097 -0.2916 0.007 -0.927 0.138
C -0.0958 0.2939 1.1764 0.209 0.660 3.832
N 0.1157 0.8885 2.2259 -0.456 -1.053 0.028
C 1.1640 -0.3497 -0.9174 -0.092 -0.002 -0.330
C 2.5260 -0.3860 -0.2853 0.213 0.155 0.081
C 1.7037 -1.6431 -0.3737 -0.050 -0.287 0.112
H -2.5739 1.0881 0.4558 0.042 -0.166 -0.186
H -3.2514 0.7999 -1.1728 0.213 -0.111 0.193
H -2.7326 -0.5783 -0.1698 -0.003 0.251 -0.140
H 0.1345 2.0696 -1.7810 -0.074 -0.164 0.286
H -0.7878 2.4766 -0.2314 0.088 -0.232 -0.156
H 1.1397 -0.2624 -2.0055 -0.040 -0.025 0.305
H 3.3892 -0.2779 -0.9423 -0.257 -0.025 0.206
H 2.6397 0.0714 0.6992 -0.049 -0.151 -0.280
H 1.2926 -2.0404 0.5558 0.043 0.191 -0.246
H 1.9933 -2.4049 -1.0981 -0.077 0.243 0.209
O -0.8066 -1.1670 2.1399 0.935 -0.084 -2.713
H -0.4047 -0.1398 3.0148 0.599 2.092 -2.344
H -1.3701 -1.5161 1.4394 -1.011 -0.698 0.845
```
Forces are in eV/Å.

Atom charges from the Mulliken analysis, given in e for atoms 1 to 4: -0.832 -0.376 -0.737 1.493

# 10
Computed, not measured: a structure of composition C7H12N2O, with ωB97M-V/def2-TZVPD.

Values from the calculation:
Frontier orbital gap in eV: 9.314
E_tot in eV: -12473.7464
Relative energy (zero: lowest compared OMol25 entry of this formula, charge and spin) in kJ/mol: 753.9
LUMO in eV: 0.3

```
22
Properties=species:S:1:pos:R:3:forces:R:3
C -0.2925 -3.3602 -1.2565 0.909 2.604 -8.477
C -0.7716 -1.1789 -2.1833 10.771 -7.252 -0.100
C 0.0388 -0.3361 -1.3263 -9.152 7.391 -3.278
C -0.8361 0.1282 -0.0326 5.754 -1.846 0.070
C 0.1364 0.9680 0.8834 -3.864 -1.126 -7.048
C 0.4955 0.7118 2.0867 2.280 3.447 0.793
C 1.1130 2.7288 1.3960 0.526 1.049 -0.266
H 0.7461 -3.0455 -1.5658 -0.953 0.092 1.480
H -0.4972 -3.9303 -0.5274 -0.914 -2.860 6.902
H -0.3575 -4.2668 -1.9726 -0.470 1.419 -0.325
H -1.5942 -0.9345 -2.2124 -14.324 7.388 -1.473
H -0.6173 -1.5107 -3.2269 1.450 0.533 0.303
H 0.8794 -0.4997 -0.9650 7.896 -2.106 2.437
H 0.0012 0.7044 -1.9783 1.006 -2.316 1.521
H -1.6624 0.6682 -0.1211 -3.323 2.859 -1.577
H -1.2531 -0.7921 0.2905 0.281 -1.039 1.489
H 0.3710 -0.0673 2.6731 -0.554 -3.424 2.677
H 1.7575 2.0770 3.6015 -2.580 -0.842 -5.311
H 1.4282 3.7755 1.5296 0.139 -0.779 -0.302
N 1.1890 1.8562 2.4297 2.685 1.538 5.930
N 0.5272 2.2192 0.3240 -0.138 -1.017 2.988
O -1.3146 -2.3345 -1.5257 2.575 -3.713 1.569
```
Forces are in eV/Å.

Atom charges from the Mulliken analysis, given in e for atoms 1 to 4: -0.847 -1.078 -0.608 -0.969